# 1
{
  "formula": "C22H22N2O3S",
  "method": "ωB97M-V with the def2-TZVPD basis set",
  "orbital_gap_ev": 9.2,
  "smiles": "CN(c1ccccc1)S(=O)(=O)c1ccc(C(=O)NCCc2ccccc2)cc1",
  "fmax_ev_per_a": 1.11,
  "de_lowest_ev": 0.6572,
  "species": ["C", "N", "C", "C", "C", "C", "C", "C", "S", "O", "O", "C", "C", "C", "C", "C", "O", "N", "C", "C", "C", "C", "C", "C", "C", "C", "C", "C", "H", "H", "H", "H", "H", "H", "H", "H", "H", "H", "H", "H", "H", "H", "H", "H", "H", "H", "H", "H", "H", "H"],
  "positions_angstrom": [[-5.233, -2.190, 1.157], [-4.177, -1.279, 0.761], [-4.548, 0.039, 0.389], [-5.647, 0.315, -0.414], [-5.929, 1.621, -0.775], [-5.118, 2.658, -0.345], [-4.024, 2.386, 0.460], [-3.741, 1.083, 0.829], [-3.143, -1.970, -0.391], [-2.785, -3.270, 0.095], [-3.710, -1.874, -1.707], [-1.724, -0.888, -0.284], [-0.825, -1.080, 0.747], [0.260, -0.230, 0.869], [0.430, 0.813, -0.039], [1.573, 1.779, 0.046], [1.463, 2.941, -0.291], [2.718, 1.250, 0.535], [3.968, 1.973, 0.525], [4.887, 1.487, -0.609], [5.182, 0.023, -0.447], [4.360, -0.933, -1.033], [4.592, -2.283, -0.833], [5.652, -2.694, -0.043], [6.478, -1.751, 0.543], [6.242, -0.402, 0.346], [-0.496, 0.999, -1.063], [-1.573, 0.141, -1.194], [-4.747, -3.107, 1.485], [-5.787, -1.747, 1.983], [-5.920, -2.432, 0.341], [-6.270, -0.489, -0.772], [-6.782, 1.828, -1.404], [-5.339, 3.674, -0.634], [-3.389, 3.188, 0.803], [-2.899, 0.865, 1.468], [-0.990, -1.895, 1.433], [0.953, -0.362, 1.688], [2.788, 0.250, 0.649], [3.724, 3.028, 0.387], [4.464, 1.834, 1.490], [5.810, 2.067, -0.580], [4.391, 1.669, -1.563], [3.537, -0.617, -1.660], [3.944, -3.013, -1.295], [5.835, -3.747, 0.112], [7.309, -2.067, 1.156], [6.889, 0.331, 0.805], [-0.355, 1.825, -1.743], [-2.299, 0.251, -1.984]]
}

# 2
{
  "formula": "C22H22N2O3S2",
  "method": "ωB97M-V with the def2-TZVPD basis set",
  "orbital_gap_ev": 7.5,
  "smiles": "O=C(CCN1C(=O)/C(=C/c2ccccc2)SC1=S)N[C@@H](CO)Cc1ccccc1",
  "fmax_ev_per_a": 1.14,
  "de_lowest_ev": 0.0000,
  "species": ["O", "C", "C", "C", "N", "C", "O", "C", "C", "C", "C", "C", "C", "C", "C", "S", "C", "S", "N", "C", "C", "O", "C", "C", "C", "C", "C", "C", "C", "H", "H", "H", "H", "H", "H", "H", "H", "H", "H", "H", "H", "H", "H", "H", "H", "H", "H", "H", "H", "H", "H"],
  "positions_angstrom": [[-3.322, -1.744, 1.963], [-3.194, -1.245, 0.860], [-3.685, -1.965, -0.390], [-2.711, -1.946, -1.572], [-1.333, -2.148, -1.170], [-0.443, -1.098, -1.193], [-0.753, 0.024, -1.543], [0.884, -1.525, -0.748], [1.887, -0.623, -0.668], [3.247, -0.772, -0.226], [3.791, -1.985, 0.210], [5.105, -2.054, 0.626], [5.905, -0.921, 0.618], [5.380, 0.289, 0.189], [4.068, 0.365, -0.227], [0.849, -3.225, -0.352], [-0.850, -3.356, -0.772], [-1.706, -4.741, -0.735], [-2.666, -0.017, 0.676], [-2.017, 0.658, 1.783], [-0.568, 0.151, 1.931], [-0.474, -1.245, 1.806], [-2.079, 2.183, 1.606], [-1.390, 2.643, 0.351], [-0.041, 2.977, 0.361], [0.604, 3.344, -0.806], [-0.093, 3.390, -2.001], [-1.441, 3.082, -2.019], [-2.083, 2.712, -0.851], [-4.629, -1.516, -0.704], [-3.883, -2.995, -0.089], [-2.984, -2.741, -2.271], [-2.731, -0.984, -2.093], [1.602, 0.375, -0.988], [3.181, -2.874, 0.222], [5.511, -2.997, 0.959], [6.932, -0.981, 0.944], [6.000, 1.174, 0.182], [3.659, 1.307, -0.561], [-2.405, 0.309, -0.245], [-2.578, 0.373, 2.682], [0.057, 0.557, 1.132], [-0.167, 0.484, 2.899], [-1.137, -1.653, 2.382], [-3.130, 2.479, 1.580], [-1.613, 2.642, 2.479], [0.508, 2.953, 1.293], [1.654, 3.599, -0.781], [0.413, 3.670, -2.913], [-1.993, 3.124, -2.946], [-3.141, 2.484, -0.871]]
}

# 3
{
  "formula": "C22H22N2O4",
  "method": "ωB97M-V with the def2-TZVPD basis set",
  "orbital_gap_ev": 7.8,
  "smiles": "CCCNC(=O)COC(=O)c1cc(-c2ccc(OC)cc2)nc2ccccc12",
  "fmax_ev_per_a": 0.73,
  "de_lowest_ev": 1.0396,
  "species": ["C", "C", "C", "N", "C", "O", "C", "O", "C", "O", "C", "C", "C", "C", "C", "C", "C", "O", "C", "C", "C", "N", "C", "C", "C", "C", "C", "C", "H", "H", "H", "H", "H", "H", "H", "H", "H", "H", "H", "H", "H", "H", "H", "H", "H", "H", "H", "H", "H", "H"],
  "positions_angstrom": [[-6.448, -2.366, -1.342], [-5.914, -3.100, -0.118], [-4.471, -2.704, 0.197], [-4.364, -1.301, 0.531], [-3.611, -0.444, -0.181], [-2.961, -0.751, -1.153], [-3.664, 1.011, 0.323], [-2.395, 1.619, 0.160], [-1.394, 0.988, 0.790], [-1.580, 0.043, 1.519], [-0.049, 1.534, 0.478], [0.974, 0.617, 0.438], [2.283, 1.029, 0.095], [3.399, 0.082, 0.025], [4.541, 0.426, -0.705], [5.606, -0.437, -0.800], [5.571, -1.679, -0.158], [6.672, -2.460, -0.317], [6.696, -3.727, 0.294], [4.446, -2.024, 0.584], [3.376, -1.151, 0.670], [2.550, 2.282, -0.199], [1.579, 3.207, -0.143], [1.930, 4.541, -0.443], [0.993, 5.533, -0.382], [-0.327, 5.237, -0.011], [-0.701, 3.953, 0.280], [0.231, 2.901, 0.207], [-5.825, -2.577, -2.208], [-7.466, -2.679, -1.562], [-6.445, -1.292, -1.176], [-5.945, -4.176, -0.292], [-6.546, -2.883, 0.747], [-4.088, -3.305, 1.028], [-3.835, -2.862, -0.677], [-4.835, -0.991, 1.365], [-4.349, 1.591, -0.299], [-3.968, 1.053, 1.375], [0.748, -0.419, 0.630], [4.564, 1.385, -1.196], [6.486, -0.181, -1.367], [6.630, -3.650, 1.384], [5.888, -4.367, -0.075], [7.654, -4.168, 0.023], [4.392, -2.968, 1.103], [2.526, -1.439, 1.269], [2.956, 4.741, -0.710], [1.263, 6.554, -0.611], [-1.052, 6.035, 0.045], [-1.719, 3.739, 0.565]]
}

# 4
{
  "formula": "C22H22N2PtS4",
  "method": "ωB97M-V with the def2-TZVPD basis set",
  "orbital_gap_ev": [4.3, 4.4],
  "fmax_ev_per_a": 2.03,
  "de_lowest_ev": 0.8892,
  "species": ["Pt", "S", "S", "S", "S", "C", "N", "C", "C", "C", "C", "C", "C", "C", "C", "H", "H", "H", "H", "H", "H", "H", "H", "H", "H", "H", "H", "N", "C", "C", "C", "C", "C", "C", "C", "C", "C", "C", "C", "C", "C", "H", "H", "H", "H", "H", "H", "H", "H", "H", "H"],
  "positions_angstrom": [[-0.371, -2.291, 0.639], [0.554, -3.371, 2.649], [-1.401, -3.266, 2.653], [-1.471, -5.169, -0.699], [-2.053, -3.344, -0.587], [-4.007, 0.939, 3.081], [-3.699, 0.618, 1.701], [-4.403, -0.589, 1.292], [-2.258, 0.481, 1.532], [-1.858, 0.337, 0.080], [-2.259, 1.377, -0.764], [-1.940, 1.392, -2.112], [-1.204, 0.345, -2.648], [-0.803, -0.697, -1.827], [-1.115, -0.713, -0.470], [-5.083, 1.070, 3.199], [-3.511, 1.870, 3.364], [-3.678, 0.147, 3.781], [-5.476, -0.459, 1.443], [-4.083, -1.477, 1.871], [-4.231, -0.788, 0.234], [-1.871, -0.347, 2.126], [-1.791, 1.385, 1.929], [-2.842, 2.185, -0.330], [-2.266, 2.214, -2.740], [-0.944, 0.334, -3.701], [-0.220, -1.509, -2.248], [1.345, -1.959, -0.349], [1.961, -0.844, -0.408], [1.534, 0.412, 0.306], [1.217, 1.553, -0.427], [0.755, 2.693, 0.217], [0.651, 2.718, 1.605], [1.004, 1.595, 2.343], [1.434, 0.442, 1.693], [3.189, -0.738, -1.277], [3.321, -1.568, -2.388], [4.450, -1.495, -3.192], [5.467, -0.594, -2.889], [5.345, 0.236, -1.783], [4.208, 0.170, -0.984], [1.308, 1.535, -1.509], [0.479, 3.566, -0.364], [0.301, 3.613, 2.109], [0.944, 1.614, 3.427], [1.710, -0.434, 2.267], [2.527, -2.273, -2.606], [4.539, -2.141, -4.058], [6.350, -0.538, -3.518], [6.135, 0.939, -1.540], [4.112, 0.825, -0.125]]
}

# 5
{
  "formula": "C22H22N3O",
  "method": "ωB97M-V with the def2-TZVPD basis set",
  "orbital_gap_ev": 8.2,
  "charge": 1,
  "fmax_ev_per_a": 1.97,
  "de_lowest_ev": 1.2047,
  "species": ["C", "O", "C", "C", "C", "C", "C", "C", "C", "C", "C", "C", "C", "C", "N", "C", "C", "C", "C", "H", "H", "H", "H", "H", "H", "H", "H", "H", "H", "H", "H", "H", "H", "H", "H", "N", "C", "C", "C", "N", "C", "C", "H", "H", "H", "H", "H", "H"],
  "positions_angstrom": [[5.864, -1.290, 2.835], [5.285, -0.125, 3.504], [3.968, 0.133, 3.219], [3.171, -0.720, 2.387], [1.853, -0.347, 2.116], [1.295, 0.824, 2.638], [-0.155, 1.216, 2.411], [-1.139, 0.195, 2.724], [-2.557, 0.480, 2.760], [-3.293, 1.653, 2.651], [-4.676, 1.575, 2.802], [-5.316, 0.355, 3.096], [-4.568, -0.820, 3.313], [-3.169, -0.722, 3.185], [-2.176, -1.683, 3.348], [-2.370, -3.092, 3.749], [-0.954, -1.157, 3.004], [2.119, 1.692, 3.399], [3.421, 1.329, 3.731], [6.906, -1.321, 3.168], [5.335, -2.212, 3.144], [5.815, -1.172, 1.735], [3.604, -1.648, 1.997], [1.231, -1.098, 1.579], [-0.420, 2.208, 2.826], [-2.795, 2.596, 2.483], [-5.297, 2.465, 2.677], [-6.416, 0.306, 3.133], [-5.030, -1.796, 3.499], [-3.444, -3.326, 3.801], [-1.875, -3.732, 2.995], [-1.883, -3.300, 4.726], [-0.030, -1.679, 3.250], [1.663, 2.571, 3.862], [4.008, 1.959, 4.384], [-0.558, 1.946, 0.759], [-0.827, 1.023, -0.190], [-1.179, 1.333, -1.482], [-1.176, 2.695, -1.905], [-1.513, 3.053, -3.161], [-0.779, 3.645, -0.929], [-0.432, 3.229, 0.328], [-0.749, -0.002, 0.143], [-1.455, 0.536, -2.168], [-1.518, 4.026, -3.435], [-1.800, 2.362, -3.843], [-0.743, 4.712, -1.185], [-0.038, 3.917, 1.066]]
}

# 6
{
  "formula": "C22H22N4OPtS7",
  "method": "ωB97M-V with the def2-TZVPD basis set",
  "orbital_gap_ev": [8.0, 4.6],
  "charge": 2,
  "fmax_ev_per_a": 0.86,
  "spin_multiplicity": 5,
  "species": ["Pt", "C", "S", "C", "C", "S", "S", "C", "S", "S", "H", "H", "H", "N", "S", "C", "C", "C", "C", "C", "C", "C", "C", "C", "C", "C", "C", "H", "H", "H", "H", "H", "H", "H", "H", "H", "H", "H", "N", "C", "N", "C", "N", "O", "S", "C", "C", "C", "C", "H", "H", "H", "H", "H", "H", "H", "H"],
  "positions_angstrom": [[1.255, -0.247, 0.142], [4.230, -5.012, -1.043], [5.790, -4.147, -1.281], [5.579, -2.509, -0.849], [4.451, -1.742, -0.500], [2.848, -2.268, -0.384], [4.797, -0.070, -0.158], [6.497, -0.104, -0.444], [7.446, 1.205, -0.300], [7.093, -1.659, -0.892], [4.486, -6.049, -1.257], [3.476, -4.668, -1.745], [3.889, -4.925, -0.016], [0.640, -1.371, 1.650], [-0.419, -0.937, 2.837], [-2.054, -1.330, 2.246], [-3.137, -0.661, 2.800], [-4.414, -1.083, 2.465], [-4.592, -2.163, 1.609], [-3.495, -2.815, 1.062], [-2.209, -2.401, 1.380], [-0.383, 0.823, 2.786], [0.229, 1.471, 3.849], [0.366, 2.852, 3.793], [-0.102, 3.551, 2.690], [-0.728, 2.883, 1.639], [-0.878, 1.508, 1.677], [1.074, -2.259, 1.882], [-2.997, 0.167, 3.484], [-5.271, -0.576, 2.888], [-5.591, -2.503, 1.374], [-3.635, -3.652, 0.391], [-1.347, -2.901, 0.958], [0.586, 0.913, 4.706], [0.838, 3.377, 4.613], [0.006, 4.627, 2.651], [-1.117, 3.445, 0.799], [-1.413, 0.983, 0.894], [0.977, 5.508, -2.073], [1.489, 4.472, -2.042], [2.065, 3.296, -2.058], [2.006, 2.220, -1.479], [2.036, 1.127, -1.004], [-0.662, -0.267, -1.185], [-1.211, -0.402, -2.613], [-0.922, 1.189, -3.422], [-2.042, 2.111, -2.962], [-3.306, 1.265, -3.086], [-2.992, -0.076, -2.419], [-0.961, 1.004, -4.498], [0.087, 1.502, -3.156], [-2.089, 3.018, -3.562], [-1.881, 2.402, -1.920], [-3.548, 1.114, -4.139], [-4.166, 1.737, -2.614], [-3.545, -0.919, -2.830], [-3.129, -0.052, -1.336]]
}